No. 1
The following is a DFT calculation (the ωB97M-V functional and the def2-TZVPD basis) of C2H6N2O2S as an isolated structure at a distorted geometry.

Each line ends with the Löwdin charge.
Cartesian coordinates (Å):
C  0.36465  -1.25526  -1.15962  -0.3398
C  0.60489  0.13994  -1.56108  -0.1313
N  -0.68441  -0.39078  -0.84420  0.0148
N  -1.18759  1.33581  1.69593  -0.0601
O  -0.14670  -0.97890  2.22578  -0.3125
O  1.31497  0.74300  1.31920  -0.3087
S  0.03147  0.10829  1.32430  0.7000
H  0.09412  -2.03249  -1.91091  0.1194
H  1.04474  -1.74989  -0.42983  0.1150
H  1.17287  0.62468  -0.77686  0.0497
H  0.59874  0.44640  -2.57731  0.0881
H  -2.15906  1.12655  1.79831  0.0550
H  -1.04868  1.88266  0.89630  0.0104

Computed properties:
**E**: -20077.4242 eV
**Lowest unoccupied orbital energy (spin up / spin down)**: -1.181 / -1.189 eV
**Molar mass**: 122.1 g/mol
**HOMO-LUMO gap (spin up / spin down)**: 0.3171 / 0.3172 hartree
**Strongest force on any atom**: 0.07350 Eh/bohr
**Energy above the lowest of the compared OMol25 structures with the same formula, charge and spin**: 107.5 kcal/mol

***

No. 2
The following is a DFT calculation (the ωB97M-V functional and the def2-TZVPD basis) of a 2-piece molecular cluster, C3H11N2O2 overall at a distorted geometry.

Each line ends with the Löwdin charge.
Cartesian coordinates (Å):
C  0.11951  -0.42200  1.28805  -0.2773
N  0.18716  0.93763  0.77046  -0.0872
C  0.89843  0.94987  -0.56811  -0.5632
O  2.05884  0.30353  -0.58430  -0.3150
C  -0.65394  -1.38128  0.40805  -0.2938
N  0.21754  -2.42570  -0.15312  -0.0170
H  1.12927  -0.83714  1.42001  0.0956
H  -0.34054  -0.43613  2.27305  0.0907
H  0.74395  1.45811  1.43174  0.0774
H  0.13288  0.57852  -1.29828  0.0619
H  0.98647  2.05662  -0.77013  0.0847
H  -1.48731  -1.81740  0.97540  0.0878
H  -1.19004  -0.86652  -0.39125  0.0773
H  0.00348  -2.59988  -1.12556  0.0455
H  1.16136  -2.05510  -0.16098  0.0377
H  -1.74331  1.12103  -1.31431  -0.0089
H  -1.83767  1.90259  -0.00583  0.0198
O  -2.35172  1.68370  -0.81231  -0.1161

Computed properties:
**E**: -10364.4496 eV
**Net charge**: -1
**Lowest unoccupied orbital energy**: 4.240 eV
**Molar mass**: 107.1 g/mol
**HOMO-LUMO gap**: 0.2666 hartree
**Strongest force on any atom**: 0.02334 Eh/bohr
**Energy above the lowest of the compared OMol25 structures with the same formula, charge and spin**: 8.4 kcal/mol

***

No. 3
The following is a DFT calculation (the ωB97M-V functional and the def2-TZVPD basis) of a 2-piece molecular cluster, C6H12N2S overall.

Each line ends with the Löwdin charge.
Cartesian coordinates (Å):
C  -2.67735  2.74894  -0.83610  -0.0594
C  -1.37024  2.02912  -0.78406  -0.3752
C  -1.10900  0.69890  -1.04500  -0.0782
N  0.24323  0.54486  -0.85607  0.0313
C  0.74708  1.75783  -0.49511  -0.2046
N  -0.20326  2.67732  -0.44234  0.0828
H  -3.48578  2.05777  -1.12822  0.0740
H  -2.63304  3.56950  -1.57184  0.0774
H  -2.91884  3.17516  0.15214  0.0769
H  -1.75319  -0.12900  -1.34115  0.1150
H  0.77548  -0.32183  -0.96607  0.0942
H  1.80494  1.91420  -0.28397  0.1160
C  0.23359  -2.94342  0.77241  -0.4414
S  1.84172  -2.67694  0.00780  0.7159
C  2.58290  -1.67930  1.31054  -0.4408
H  -0.37300  -3.55874  0.08681  0.0361
H  -0.29253  -1.99006  0.94825  0.0316
H  0.32718  -3.47611  1.73370  0.0403
H  2.01632  -0.74771  1.47712  0.0311
H  2.63603  -2.23376  2.26257  0.0405
H  3.60779  -1.41675  0.99865  0.0364

Computed properties:
**E**: -20232.1654 eV
**Lowest unoccupied orbital energy**: 0.723 eV
**Molar mass**: 144.2 g/mol
**HOMO-LUMO gap**: 0.3373 hartree
**Strongest force on any atom**: 0.01454 Eh/bohr
**Energy above the lowest of the compared OMol25 structures with the same formula, charge and spin**: 0.0 kcal/mol
**SMILES string**: Cc1c[nH]cn1.CSC

***

No. 4
The following is a DFT calculation (the ωB97M-V functional and the def2-TZVPD basis) of one molecule with the formula C22H18ClN3O5S at a distorted geometry.

Each line ends with the Löwdin charge.
Cartesian coordinates (Å):
C  2.35587  -3.97637  -1.22452  -0.0358
C  2.05416  -2.70016  -0.43543  -0.1073
C  1.31469  -2.67502  0.74131  -0.1700
C  0.92675  -3.89480  1.48927  -0.0320
C  1.04317  -1.37132  1.32114  -0.1240
C  0.06416  -1.26148  2.29556  -0.0134
C  -0.24615  0.00478  2.84877  -0.0015
C  0.47526  1.15327  2.50309  -0.2804
O  0.15378  2.28270  3.23727  -0.0607
C  0.58237  3.60894  2.74256  -0.0220
C  -0.33395  4.06958  1.60530  -0.3596
O  -0.15270  5.21456  1.18380  0.0639
N  -1.24606  3.16856  1.06908  0.1795
N  -1.72731  3.18201  -0.28397  0.0088
C  -2.31142  4.27781  -0.96092  -0.3797
O  -2.25351  5.55011  -0.48040  0.0630
C  -2.75290  3.98088  -2.22732  -0.3361
S  -2.46611  2.30007  -2.65415  1.0440
C  -1.74005  2.02143  -1.07204  -0.5330
N  -1.28457  0.94040  -0.51087  0.0991
C  -1.17178  -0.20260  -1.27688  -0.3426
C  -1.69313  -1.38591  -0.79673  -0.0258
C  -1.53159  -2.57183  -1.49497  -0.1198
C  -0.77280  -2.63900  -2.64498  -0.6632
Cl  -0.70550  -4.17881  -3.49045  0.6439
C  -0.20618  -1.46957  -3.15561  -0.0648
C  -0.40027  -0.24703  -2.43650  -0.0281
C  1.40492  1.06816  1.42871  0.0829
C  1.67193  -0.18294  0.83939  -0.1605
O  2.51114  -0.23633  -0.22705  0.1329
C  2.63463  -1.41647  -0.92197  -0.3917
O  3.32956  -1.54537  -1.90608  0.1047
H  1.63905  -4.80288  -0.99335  0.0828
H  2.33091  -3.80784  -2.31560  0.0780
H  3.36690  -4.34295  -1.02656  0.0870
H  1.42550  -4.79087  1.17350  0.0709
H  1.10273  -3.80465  2.55928  0.0926
H  -0.16119  -4.01037  1.30482  0.1031
H  -0.55150  -2.09580  2.62745  0.1175
H  -1.03326  0.09278  3.59997  0.1209
H  1.60420  3.61478  2.40333  0.1274
H  0.53014  4.29320  3.57350  0.1367
H  -1.24129  2.25294  1.54922  0.1372
H  -1.49730  5.56009  0.18218  0.0762
H  -3.15107  4.73664  -2.86841  0.0716
H  -2.25288  -1.37225  0.11420  0.1101
H  -1.94712  -3.50915  -1.16274  0.0988
H  0.35095  -1.44998  -4.07100  0.1046
H  0.09136  0.63332  -2.82133  0.1097
H  1.86747  1.93475  1.06713  0.1041

Computed properties:
**E**: -61170.2303 eV
**Lowest unoccupied orbital energy**: 0.176 eV
**Molar mass**: 471.9 g/mol
**HOMO-LUMO gap**: 0.2904 hartree
**Strongest force on any atom**: 0.06359 Eh/bohr
**Energy above the lowest of the compared OMol25 structures with the same formula, charge and spin**: 55.6 kcal/mol
**SMILES string**: Cc1c(C)c2ccc(OCC(=O)Nn3c(O)cs/c3=N\c3ccc(Cl)cc3)cc2oc1=O

***

No. 5
The following is a DFT calculation (the ωB97M-V functional and the def2-TZVPD basis) of one molecule with the formula C6H12O.

Each line ends with the Löwdin charge.
Cartesian coordinates (Å):
C  1.48594  -1.76194  1.14250  -0.1078
C  0.75144  -0.59755  1.80309  -0.2569
C  0.22055  0.41526  0.78781  -0.1496
C  -0.72244  -0.21287  -0.23134  -0.4246
O  -1.49808  -1.09211  0.08278  0.0847
C  -0.65698  0.33038  -1.64418  -0.1822
C  -1.30053  1.71790  -1.72142  -0.0919
H  0.81669  -2.30349  0.46680  0.0699
H  1.85004  -2.47457  1.88933  0.0716
H  2.34674  -1.41135  0.56052  0.0750
H  1.42563  -0.07582  2.49290  0.1057
H  -0.08595  -0.98160  2.39419  0.1089
H  1.04819  0.91469  0.26775  0.1169
H  -0.34241  1.20355  1.30759  0.1260
H  -1.16886  -0.37360  -2.30491  0.1148
H  0.39385  0.39017  -1.95289  0.1143
H  -2.37868  1.65078  -1.55851  0.0811
H  -1.13324  2.17738  -2.69805  0.0728
H  -0.89298  2.39439  -0.96466  0.0713

Computed properties:
**E**: -8464.1981 eV
**Lowest unoccupied orbital energy**: 0.993 eV
**Molar mass**: 100.2 g/mol
**HOMO-LUMO gap**: 0.3846 hartree
**Strongest force on any atom**: 0.00888 Eh/bohr
**Energy above the lowest of the compared OMol25 structures with the same formula, charge and spin**: 3.6 kcal/mol
**SMILES string**: CCCC(=O)CC

***

No. 6
The following is a DFT calculation (the ωB97M-V functional and the def2-TZVPD basis) of one molecule with the formula CH3O4P at a distorted geometry.

Each line ends with the Löwdin charge.
Cartesian coordinates (Å):
C  -1.22255  -0.01113  0.01074  -0.1186
O  0.76799  -1.96331  0.17569  -0.2638
O  1.56964  1.36857  -0.08354  -0.0855
O  1.32840  0.31691  -1.09458  -0.1310
O  1.35913  0.60332  1.07107  -0.1567
P  0.55754  -0.49778  0.04835  0.5589
H  -1.47731  0.39544  0.97589  0.0448
H  -1.29195  0.81147  -0.78477  0.0840
H  -1.59090  -1.02350  -0.31885  0.0679

Computed properties:
**E**: -18560.3098 eV
**Lowest unoccupied orbital energy**: 0.171 eV
**Molar mass**: 110.0 g/mol
**HOMO-LUMO gap**: 0.4080 hartree
**Strongest force on any atom**: 0.05452 Eh/bohr
**Energy above the lowest of the compared OMol25 structures with the same formula, charge and spin**: 135.2 kcal/mol